[1]
Molecular formula: C5HF3N4O3
Method: DFT, ωB97M-V with the def2-TZVPD basis set

Geometry as XYZ:
```
16
Properties=species:S:1:pos:R:3
C -0.019 -1.176 -0.023
C 1.443 -1.309 -0.145
C -2.211 -1.115 0.402
C 1.532 1.241 0.272
C -0.692 0.470 -0.472
N -0.962 -1.832 0.426
N -1.973 0.191 -0.008
N 2.027 -0.051 -0.057
N 0.144 1.297 0.287
O 2.049 -2.321 -0.317
O -3.252 -1.572 0.726
O 2.250 2.141 0.552
F -0.637 0.717 -1.817
F 3.398 -0.070 -0.101
F -0.330 2.610 0.490
H -2.767 0.778 -0.215
```

Calculated values
HOMO energy ... -11.2 eV
Energy above the lowest of the compared OMol25 structures with the same formula, charge and spin ... 0.1105 eV
SMILES string ... O=C1N=C2C(=O)N(F)C(=O)N(F)[C@]2(F)N1
Lowest unoccupied orbital energy ... -1.81 eV
Orbital gap ... 9.37 eV
DFT total energy ... -25451.6596 eV
Net charge ... 0

[2]
Molecular formula: C16H18O15PdS6
Method: DFT, ωB97M-V with the def2-TZVPD basis set

Geometry as XYZ:
```
56
Properties=species:S:1:pos:R:3
Pd -0.240 -0.139 0.481
O 3.039 -2.422 -1.539
S 2.567 -1.077 -1.235
O 3.638 -0.104 -1.245
O 1.781 -1.086 0.016
C 1.625 -0.623 -2.713
C 1.620 -1.564 -3.737
C 1.093 -1.257 -4.978
C 0.593 0.015 -5.228
C 0.602 0.960 -4.219
C 1.121 0.643 -2.967
S 0.971 1.943 -1.749
O 1.847 3.013 -2.158
O -0.436 2.369 -1.945
O 1.253 1.397 -0.421
H 2.037 -2.536 -3.517
H 1.084 -2.003 -5.764
H 0.202 0.266 -6.206
H 0.209 1.956 -4.369
O -3.715 1.562 0.648
S -2.501 2.039 0.006
O -1.271 1.727 0.757
O -2.642 3.428 -0.362
S -2.419 0.897 -1.711
C -3.936 -2.164 -1.137
S -3.440 -2.069 0.612
C -4.984 -1.217 1.158
O -2.424 -0.972 0.685
H -4.789 -2.833 -1.240
H -3.071 -2.575 -1.651
H -4.141 -1.160 -1.502
H -5.862 -1.661 0.691
H -4.856 -0.172 0.893
H -5.052 -1.306 2.240
C 3.715 -7.281 -0.893
C 2.749 -6.139 -0.718
C 2.853 -5.283 0.374
C 1.957 -4.240 0.537
C 0.961 -4.043 -0.401
C 0.841 -4.885 -1.492
C 1.740 -5.927 -1.651
S -0.337 -2.855 -0.122
O -0.166 -2.326 1.231
O -1.523 -3.714 -0.208
O -0.356 -1.851 -1.203
H 4.745 -6.919 -0.904
H 3.523 -7.802 -1.831
H 3.622 -8.006 -0.082
H 3.652 -5.435 1.090
H 2.013 -3.549 1.366
H 0.047 -4.705 -2.204
H 1.667 -6.581 -2.513
O 1.485 0.434 4.384
C 1.131 0.370 3.208
O -0.045 0.193 2.756
H 1.921 0.492 2.414
```

Calculated values
2S+1 ... 5
HOMO energy (alpha / beta) ... -3.3 / -3.2 eV
Energy above the lowest of the compared OMol25 structures with the same formula, charge and spin ... 1.8382 eV
⟨S²⟩ ... 6.02
Lowest unoccupied orbital energy (alpha / beta) ... 3.94 / 0.95 eV
Orbital gap (alpha / beta) ... 7.26 / 4.20 eV
DFT total energy ... -116084.5552 eV
Net charge ... -2